No. 1
Below is C11H15NO2S in the gas phase in a non-equilibrium geometry, with properties calculated with the ωB97M-V functional and the def2-TZVPD basis.

## Properties
HOMO-LUMO gap = 10.3 eV
relative energy (zero: lowest compared OMol25 entry of this formula, charge and spin) = 7.4599 eV
SMILES string = CC[C@]12[C@@H]3[C@@H]4[C@H]1[C@@H]1[C@H]2[C@H]3[C@]41O[S@](C)(=N)=O

Atoms and positions in Å:
C (-3.94777, 1.02012, 0.37748)
C (-3.31670, 0.02020, -0.59846)
C (-1.76051, 0.02039, -0.28794)
C (-1.14335, -0.17214, 1.08914)
C (-0.18297, 1.07387, 0.88368)
C (-0.83552, 1.25552, -0.57018)
C (0.30082, 0.31369, -1.11010)
C (-0.65352, -0.87339, -0.88144)
C (-0.15950, -1.15035, 0.51041)
C (0.83232, 0.05919, 0.33696)
O (2.12591, 0.10779, 0.80635)
S (3.45162, 0.05168, -0.07558)
C (3.64367, -1.64296, -0.18850)
N (4.45538, 0.59975, 0.90453)
O (3.35439, 0.45991, -1.44414)
H (-3.60862, 2.04767, -0.05283)
H (-3.39851, 0.97421, 1.31450)
H (-5.02937, 0.70791, 0.46218)
H (-3.54971, 0.48051, -1.55531)
H (-3.73717, -0.96583, -0.44161)
H (-1.80659, -0.38716, 1.98379)
H (0.04500, 1.92402, 1.63454)
H (-1.20539, 2.25506, -0.93404)
H (0.99684, 0.56053, -1.91387)
H (-0.84311, -1.78227, -1.55507)
H (0.00257, -2.28181, 0.96192)
H (2.88187, -2.15917, -0.74329)
H (4.56846, -1.87089, -0.62822)
H (3.59520, -2.17641, 0.78952)
H (4.92429, 1.53037, 0.92556)

No. 2
Below is a molecular structure, C24H37Cl4FIN4O3SSi in a non-equilibrium geometry, with properties calculated with the ωB97M-V functional and the def2-TZVPD basis.

## Properties
HOMO-LUMO gap = 7.5 eV
net charge = +1

Atoms and positions in Å:
C (1.53213, 0.80707, 5.88524)
C (0.32811, 0.87394, 5.79164)
C (-1.09179, 0.69895, 5.29283)
C (-1.19941, 1.08468, 3.77347)
C (-0.63485, -0.13293, 2.95035)
C (-0.05063, 0.23084, 1.54923)
F (1.10918, 0.92343, 1.88937)
N (0.46446, -1.08532, 1.04526)
C (-0.54858, -1.47014, 0.10287)
N (-0.34437, -2.57577, -0.53856)
I (-1.70331, -3.33045, -1.89154)
Si (1.18919, -3.59122, -0.31828)
C (1.55717, -3.99031, 1.48936)
C (2.58374, -2.70269, -1.23791)
C (0.94454, -5.27120, -1.18662)
N (-1.62929, -0.53914, 0.02052)
C (-2.95539, -1.00204, 0.40619)
Cl (-3.73181, -0.30328, 1.87725)
C (-4.08060, -0.98708, -0.72851)
C (-3.64164, -0.43083, -2.11938)
C (-0.94907, 0.72768, 0.39834)
C (-0.22607, 1.08607, -1.01295)
C (1.32263, 1.11579, -0.99577)
C (1.96606, 1.51180, -2.36285)
C (1.35296, 2.76325, -3.05300)
S (1.57401, 4.33745, -2.18712)
O (0.25485, 4.89047, -1.98751)
O (2.36079, 5.22175, -2.98843)
O (2.33398, 4.17423, -0.77173)
C (-1.70881, 2.05545, 0.61193)
C (-2.98222, 2.35706, 0.09503)
C (-3.54755, 3.63185, 0.33674)
C (-2.76894, 4.52642, 1.09281)
N (-1.55761, 4.29420, 1.59360)
C (-1.06348, 3.09234, 1.33156)
H (2.61115, 0.73534, 5.84780)
H (-1.72641, 1.39985, 5.86301)
H (-1.38227, -0.35460, 5.46472)
H (-2.21719, 1.37161, 3.47528)
H (-0.45412, 1.88831, 3.62677)
H (-1.36180, -0.96759, 2.95251)
H (0.23279, -0.47516, 3.56117)
H (0.27818, -1.71496, 1.83246)
H (2.24203, -3.22329, 1.91249)
H (2.02988, -4.98138, 1.60950)
H (0.63472, -3.92918, 2.10835)
H (2.82965, -3.31994, -2.12813)
H (2.17811, -1.75141, -1.63274)
H (3.48103, -2.58086, -0.61051)
H (0.07210, -5.81355, -0.77789)
H (1.89929, -5.81203, -1.04324)
H (0.84951, -5.07847, -2.27293)
H (-2.85336, -2.08371, 0.64463)
H (-4.92889, -0.38120, -0.35520)
H (-4.49123, -2.00277, -0.88037)
H (-2.78089, 0.25619, -2.10840)
H (-3.52626, -1.23427, -2.86925)
H (-4.49465, 0.17179, -2.50472)
H (-0.53324, 0.36680, -1.80613)
H (-0.57326, 2.07002, -1.38447)
H (1.65925, 1.86014, -0.24634)
H (1.80700, 0.16656, -0.68738)
H (1.99181, 0.60985, -3.00500)
H (3.03047, 1.75171, -2.14452)
H (0.29642, 2.55403, -3.30625)
H (1.86815, 2.87260, -4.02902)
H (1.63730, 4.28274, -0.09524)
H (-3.55279, 1.62252, -0.48378)
H (-4.53598, 3.87674, -0.07075)
H (-3.21407, 5.51442, 1.29854)
H (-0.04639, 2.89312, 1.71327)
C (5.41204, -2.67912, -4.38379)
Cl (4.20949, -1.38695, -4.50413)
Cl (5.87825, -2.93939, -2.70044)
Cl (4.79315, -4.17066, -5.09506)
H (6.29265, -2.37616, -4.93823)

No. 3
Below is 2 unconnected molecules or ions with the total composition C2H2FO in a non-equilibrium geometry, with properties calculated with the ωB97M-V functional and the def2-TZVPD basis.

## Properties
HOMO-LUMO gap (alpha / beta) = 12.0 / 8.6 eV
2S+1 = 2
<S²> = 0.75
relative energy (zero: lowest compared OMol25 entry of this formula, charge and spin) = 4.7921 eV

Atoms and positions in Å:
C (-0.00304, 1.42478, 0.72905)
C (1.05685, 0.82497, 0.68139)
H (-1.05629, 1.65429, 0.74777)
H (2.08127, 0.49330, 0.68998)
O (0.70699, 4.12655, 1.11991)
F (0.09541, 4.67013, 2.18388)

No. 4
Below is C4H9NOS in the gas phase in a non-equilibrium geometry, with properties calculated with the ωB97M-V functional and the def2-TZVPD basis.

## Properties
HOMO-LUMO gap = 9.7 eV
relative energy (zero: lowest compared OMol25 entry of this formula, charge and spin) = 0.7751 eV
SMILES string = C[C@H](CS)NC=O

Atoms and positions in Å:
C (-0.73231, -0.49036, -1.62196)
C (0.05536, -0.02326, -0.39810)
C (0.30113, -1.19319, 0.58007)
S (1.78207, -1.00924, 1.63177)
N (-0.70491, 1.06124, 0.24235)
C (-0.05817, 2.04772, 0.93106)
O (1.09728, 2.35087, 0.81376)
H (-1.01072, 0.36596, -2.22937)
H (-1.70273, -0.92711, -1.35682)
H (-0.16460, -1.26629, -2.14030)
H (0.93732, 0.48205, -0.76698)
H (-0.50841, -1.15858, 1.32087)
H (0.32180, -2.11623, 0.02003)
H (2.64622, -1.42566, 0.69638)
H (-1.52702, 0.67499, 0.68668)
H (-0.73231, 2.62711, 1.59055)

No. 5
Below is 2 unconnected molecules or ions with the total composition C24H37NO8P in a non-equilibrium geometry, with properties calculated with the ωB97M-V functional and the def2-TZVPD basis.

## Properties
HOMO-LUMO gap = 5.8 eV
relative energy (zero: lowest compared OMol25 entry of this formula, charge and spin) = 18.3573 eV
net charge = +1

Atoms and positions in Å:
C (-2.51536, 4.02107, -0.11039)
C (-1.81876, 2.51981, -0.12245)
C (-1.26475, 1.95595, 1.31204)
C (-0.51729, 0.46311, 1.36629)
C (-0.30666, -0.49015, 0.01052)
C (0.48987, -1.90488, 0.21556)
C (0.44485, -2.48225, 1.78206)
C (-0.02392, -3.14629, -0.72268)
C (-0.87802, 0.08273, -1.45396)
O (-0.69511, -0.69975, -2.68283)
C (-0.42056, 0.12792, -3.86113)
N (0.90320, 0.85623, -3.85704)
C (1.04609, 1.99884, -4.88314)
C (2.38956, 2.91838, -5.07504)
C (3.67035, 2.61469, -4.09642)
O (4.91694, 3.40316, -4.18240)
C (3.53374, 1.36964, -2.99130)
C (4.80563, 1.02628, -1.96863)
C (4.27185, 0.69158, -0.41955)
C (5.22285, -0.53269, 0.17258)
C (4.72124, -1.90822, -0.57924)
O (5.71040, -2.45519, -1.52434)
C (4.88872, -2.86138, -2.70683)
O (3.96619, -3.85554, -2.64833)
C (2.10509, 0.56388, -2.98909)
C (-1.62879, 1.57737, -1.46490)
H (-2.51518, 4.49680, -1.20359)
H (-1.77443, 4.71559, 0.51703)
H (-3.57757, 4.04398, 0.39782)
H (-1.37216, 2.57815, 2.32605)
H (-0.11812, 0.16210, 2.44074)
H (1.64001, -1.67391, -0.00529)
H (1.11703, -1.87029, 2.51829)
H (-0.71042, -2.45311, 2.08106)
H (0.75507, -3.61812, 1.78980)
H (-1.16631, -3.14382, -0.97438)
H (0.36460, -4.18070, -0.27964)
H (0.54920, -3.03221, -1.76344)
H (-1.30419, 0.87916, -4.14506)
H (-0.37459, -0.62435, -4.78784)
H (0.13081, 2.23344, -5.61211)
H (2.40660, 3.76160, -5.91652)
H (4.80284, 4.27086, -3.66194)
H (5.53028, 0.20899, -2.38846)
H (5.39778, 2.05665, -1.85935)
H (3.12293, 0.42271, -0.38821)
H (4.42203, 1.60102, 0.30510)
H (5.09720, -0.59030, 1.33487)
H (6.32981, -0.23633, -0.07426)
H (4.50431, -2.72369, 0.23349)
H (3.73861, -1.64221, -1.20199)
H (5.04276, -2.22867, -3.70078)
H (2.01598, -0.34022, -2.21450)
H (-2.07242, 2.04136, -2.47156)
C (-2.97734, -2.30528, 4.29650)
O (-4.13464, -1.79214, 3.66956)
P (-4.50733, -0.25890, 3.98531)
O (-3.35214, 0.69255, 3.93545)
O (-5.25426, -0.33051, 5.41188)
C (-6.21903, -1.34187, 5.61931)
O (-5.69446, 0.05958, 2.94709)
C (-6.23890, 1.36431, 2.97404)
H (-3.06293, -3.39325, 4.35271)
H (-2.09684, -2.04628, 3.70408)
H (-2.87188, -1.90958, 5.31028)
H (-5.73303, -2.21616, 6.05963)
H (-6.71219, -1.62912, 4.68650)
H (-6.97475, -0.96977, 6.31562)
H (-5.47118, 2.11267, 3.18687)
H (-7.02244, 1.41455, 3.73379)
H (-6.67645, 1.58042, 1.99669)

No. 6
Below is a molecular structure, C6H8LiO6Tl in a non-equilibrium geometry, with properties calculated with the ωB97M-V functional and the def2-TZVPD basis.

## Properties
HOMO-LUMO gap = 5.6 eV
relative energy (zero: lowest compared OMol25 entry of this formula, charge and spin) = 0.6730 eV

Atoms and positions in Å:
O (0.37243, -1.27617, -0.47798)
O (-1.87317, 0.69325, -1.55860)
C (-0.59012, -1.82598, 0.39261)
C (-2.01722, -1.45370, 0.03559)
O (-2.39590, -0.13504, 0.43544)
C (-2.44840, 0.91170, -0.47224)
H (-0.27033, -1.56006, 1.41258)
H (-0.57968, -2.93113, 0.34860)
H (-2.69304, -2.13625, 0.56889)
H (-2.16823, -1.59399, -1.04604)
O (1.31294, 0.91416, -1.05095)
C (1.05713, 2.17754, -0.42924)
C (0.93785, 1.80874, 1.04701)
O (1.65361, 0.57486, 1.14044)
C (1.77844, 0.02077, -0.08386)
H (1.90131, 2.84257, -0.64823)
H (0.14347, 2.60178, -0.85795)
H (-0.10690, 1.62893, 1.33443)
H (1.40527, 2.53303, 1.72010)
O (2.78186, -0.66828, -0.35157)
Tl (2.04144, -3.01773, 0.39712)
Li (-0.24277, -0.10899, -1.85616)

No. 7
Below is a molecular structure, C3H7OSn in a non-equilibrium geometry, with properties calculated with the ωB97M-V functional and the def2-TZVPD basis.

## Properties
HOMO-LUMO gap (alpha / beta) = 5.4 / 5.3 eV
2S+1 = 2
<S²> = 0.76
relative energy (zero: lowest compared OMol25 entry of this formula, charge and spin) = 0.3690 eV

Atoms and positions in Å:
Sn (-28.05234, -10.80032, 30.35352)
C (-24.66925, -11.16586, 31.65139)
C (-25.10798, -12.45970, 32.36763)
C (-24.32317, -12.84078, 33.67490)
O (-26.49840, -12.47444, 32.59814)
H (-23.83222, -11.42726, 31.00397)
H (-24.40504, -10.34904, 32.32303)
H (-25.32095, -10.70036, 30.91201)
H (-24.90879, -13.30222, 31.70538)
H (-24.49976, -13.82804, 34.10179)
H (-24.45645, -12.02507, 34.38550)
H (-23.27453, -12.90975, 33.38561)

No. 8
Below is a molecular structure, H3IP2S2 in a non-equilibrium geometry, with properties calculated with the ωB97M-V functional and the def2-TZVPD basis.

## Properties
HOMO-LUMO gap (alpha / beta) = 6.4 / 6.2 eV
relative energy (zero: lowest compared OMol25 entry of this formula, charge and spin) = 2.6735 eV

Atoms and positions in Å:
P (0.83621, 0.67305, 0.19688)
P (0.28647, -1.44329, 0.02310)
S (0.97526, -3.25433, -0.38228)
S (-1.49359, -0.94937, -0.98118)
I (3.07007, 0.24964, -0.38795)
H (-0.63971, 2.90390, 0.32764)
H (-0.70861, 2.98961, 1.20036)
H (-2.32610, -1.16922, 0.00343)